This record from the OMol25 dataset describes a molecular structure, C24H38Cl3N3O6P2S3Sn. The level of theory is ωB97M-V/def2-TZVPD.

Output
E_LUMO: -0.024 eV
HOMO level: -7.472 eV
Energy: -5025.2682 Ha
Kohn-Sham gap: 7.447 eV
F_max: 0.42 eV/Å
Net charge: 0

Last column: Löwdin charge in e.
Cartesian coordinates (Å):
Sn1 -0.512 0.289 -0.268  1.1945
O1 -0.573 2.868 4.001  0.1023
C1 -0.820 2.067 2.942  -0.4711
O2 -0.363 0.963 2.843  0.0690
C2 -1.754 2.700 1.958  -0.1873
C3 -2.330 3.932 2.188  0.0186
C4 -3.247 4.414 1.259  -0.0139
C5 -3.566 3.641 0.165  0.0229
C6 -2.920 2.419 0.003  -0.1817
N1 -2.027 1.973 0.871  0.0976
C7 -3.246 1.507 -1.177  -0.6265
O3 -4.230 1.776 -1.840  0.0571
O4 -2.446 0.514 -1.327  -0.2437
H1 -0.013 2.346 4.598  0.1312
H2 -2.077 4.491 3.076  0.1192
H3 -3.712 5.380 1.404  0.1154
H4 -4.289 3.943 -0.579  0.1245
C8 1.811 -3.271 2.327  -0.3005
P1 1.818 -1.753 1.294  0.8118
C9 2.863 -0.675 2.363  -0.3107
C10 3.092 -2.265 0.052  -0.4399
C11 3.495 -1.127 -0.883  -0.4373
P2 2.109 -0.421 -1.872  0.7925
C12 2.107 -1.536 -3.330  -0.2812
C13 2.953 1.042 -2.566  -0.2934
H5 2.822 -3.578 2.609  0.0369
H6 1.321 -4.081 1.787  0.0131
H7 1.235 -3.082 3.235  0.0348
H8 3.748 -1.203 2.729  0.0417
H9 2.266 -0.339 3.213  0.0277
H10 3.173 0.210 1.804  -0.0086
H11 2.675 -3.104 -0.515  0.0716
H12 3.976 -2.644 0.577  0.0779
H13 4.278 -1.448 -1.577  0.0799
H14 3.908 -0.297 -0.303  0.0642
H15 3.090 -1.573 -3.806  0.0427
H16 1.368 -1.183 -4.050  0.0424
H17 1.817 -2.544 -3.031  0.0099
H18 3.950 0.787 -2.932  0.0449
H19 3.026 1.811 -1.797  0.0275
H20 2.354 1.445 -3.381  -0.0129
C14 -2.848 -5.103 0.442  -0.5327
C15 -3.059 -3.940 1.405  -0.5530
S1 -2.744 -2.289 0.756  0.7910
C16 -3.744 -2.242 -0.747  -0.5170
C17 -3.111 -2.719 -2.075  -0.4874
S2 -1.305 -2.560 -2.196  0.7831
C18 -0.811 -4.213 -2.726  -0.5436
C19 -1.328 -5.407 -1.924  -0.5455
S3 -1.135 -5.327 -0.125  0.8518
H21 -3.485 -4.988 -0.434  0.0566
H22 -3.154 -6.025 0.939  0.0698
H23 -2.393 -4.031 2.264  0.0675
H24 -4.084 -3.985 1.782  0.0741
H25 -3.998 -1.191 -0.854  0.0443
H26 -4.673 -2.787 -0.566  0.0830
H27 -3.551 -2.134 -2.880  0.0776
H28 -3.352 -3.763 -2.264  0.0510
H29 0.279 -4.183 -2.675  0.0505
H30 -1.077 -4.358 -3.776  0.0788
H31 -0.791 -6.296 -2.259  0.0680
H32 -2.379 -5.597 -2.135  0.0606
C20 3.061 3.427 3.244  -0.0345
N2 2.281 3.602 2.027  -0.1758
C21 2.126 4.949 1.484  -0.0196
C22 1.969 2.531 1.324  -0.2577
N3 1.704 1.577 0.726  0.1447
H33 2.719 4.147 3.988  0.0894
H34 4.127 3.588 3.061  0.0922
H35 2.916 2.421 3.631  0.0853
H36 1.636 5.574 2.230  0.0933
H37 1.511 4.909 0.589  0.0645
H38 3.103 5.376 1.247  0.0921
Cl1 0.781 3.506 -4.002  0.6150
C23 -0.239 4.130 -2.692  -1.4735
Cl2 0.211 5.814 -2.378  0.5968
Cl3 -1.941 4.047 -3.193  0.6557
C24 -0.132 3.265 -1.382  -0.7934
O5 -0.177 3.862 -0.320  -0.0200
O6 -0.044 2.021 -1.603  -0.2460

This record from the OMol25 dataset describes a molecular structure, C24H38LiN3O5P2S2. The level of theory is ωB97M-V/def2-TZVPD.

Output
E_LUMO: -0.434 eV
ΔE to the lowest compared entry with this formula, charge and spin: 0.0 kJ/mol
HOMO level: -7.667 eV
Energy: -2964.6588 Ha
Kohn-Sham gap: 7.233 eV
F_max: 0.99 eV/Å
Net charge: 0

Last column: Löwdin charge in e.
Cartesian coordinates (Å):
Li1 -0.520 0.956 1.269  0.3457
C1 -4.502 -3.286 -0.819  -0.0797
C2 -3.033 -3.529 -1.146  -0.3039
O1 -2.236 -3.683 0.041  -0.3135
P1 -1.564 -2.331 0.683  0.8224
O2 -0.275 -3.025 1.386  -0.3084
C3 0.743 -3.418 0.473  -0.3361
C4 0.777 -4.926 0.333  -0.0667
O3 -2.468 -2.109 1.995  -0.3207
C5 -2.733 -3.161 2.942  -0.2830
C6 -4.226 -3.312 3.105  -0.0747
H1 -5.102 -3.243 -1.729  0.0745
H2 -4.601 -2.329 -0.287  0.0774
H3 -4.885 -4.080 -0.164  0.0724
H4 -2.661 -2.701 -1.734  0.0932
H5 -2.920 -4.446 -1.723  0.1118
H6 1.695 -3.029 0.852  0.1096
H7 0.578 -2.932 -0.488  0.0903
H8 0.897 -5.355 1.338  0.0860
H9 1.609 -5.224 -0.301  0.0760
H10 -0.165 -5.253 -0.100  0.0660
H11 -2.312 -2.846 3.901  0.1191
H12 -2.294 -4.102 2.630  0.1051
H13 -4.667 -2.361 3.418  0.0822
H14 -4.443 -4.078 3.863  0.0820
H15 -4.710 -3.602 2.174  0.0569
C7 -2.744 2.798 -2.764  -0.0829
C8 -1.728 3.816 -2.270  -0.4227
C9 -2.239 5.254 -2.283  -0.0491
O4 -1.133 3.519 -0.965  -0.3217
P2 -1.874 3.031 0.354  -0.2136
S1 -0.518 3.116 1.805  0.1863
S2 -2.657 1.205 0.219  0.2030
O5 -3.014 4.127 0.455  -0.3111
C10 -4.110 4.223 1.405  -0.4457
C11 -3.701 3.921 2.839  -0.0814
C12 -5.291 3.391 0.956  -0.0733
H16 -2.993 3.052 -3.792  0.0832
H17 -3.660 2.822 -2.177  0.0584
H18 -2.357 1.786 -2.708  0.0568
H19 -0.855 3.733 -2.921  0.1359
H20 -3.162 5.336 -1.696  0.0749
H21 -2.427 5.589 -3.298  0.0772
H22 -1.486 5.914 -1.836  0.0889
H23 -4.370 5.273 1.315  0.1357
H24 -3.439 2.879 2.945  0.0583
H25 -4.552 4.133 3.512  0.0920
H26 -2.848 4.539 3.125  0.0651
H27 -5.154 2.350 1.241  0.0468
H28 -5.405 3.444 -0.139  0.0831
H29 -6.205 3.752 1.454  0.0872
N1 6.221 -0.237 0.176  0.1637
C13 7.304 -0.289 -0.675  -0.1874
C14 8.689 -0.262 -0.474  -0.0185
C15 9.493 -0.308 -1.608  -0.0989
C16 8.966 -0.422 -2.894  -0.0974
C17 7.591 -0.468 -3.101  -0.0035
C18 6.743 -0.381 -1.970  -0.2133
N2 5.371 -0.340 -1.877  0.1730
C19 5.086 -0.256 -0.615  -0.2690
C20 3.711 -0.180 -0.077  -0.1248
C21 3.428 -0.160 1.290  0.0020
C22 2.110 -0.078 1.711  -0.1228
N3 1.099 -0.035 0.847  -0.0301
C23 1.349 -0.075 -0.459  -0.1218
C24 2.651 -0.156 -0.970  0.0198
H30 6.273 -0.076 1.162  0.1469
H31 9.108 -0.187 0.514  0.1016
H32 10.566 -0.263 -1.473  0.1005
H33 9.633 -0.465 -3.742  0.0986
H34 7.161 -0.558 -4.089  0.1073
H35 4.226 -0.162 2.029  0.1092
H36 1.831 0.001 2.757  0.1227
H37 0.488 -0.050 -1.120  0.1148
H38 2.842 -0.186 -2.027  0.1122

This record from the OMol25 dataset describes a molecular structure, C24H38N6. The level of theory is ωB97M-V/def2-TZVPD.

Output
E_LUMO: 0.253 eV
ΔE to the lowest compared entry with this formula, charge and spin: 2217.1 kJ/mol
HOMO level: -7.829 eV
Energy: -1264.9828 Ha
Kohn-Sham gap: 8.082 eV
F_max: 18.17 eV/Å
Net charge: 0

Last column: Löwdin charge in e.
Cartesian coordinates (Å):
C1 0.969 -5.862 -5.620  -0.0238
C2 -0.342 -6.447 -5.590  -0.2023
N1 -1.234 -5.861 -4.952  0.1020
C3 -1.104 -4.628 -4.264  -0.2604
C4 -0.052 -3.887 -4.366  -0.0727
C5 1.133 -4.549 -4.933  -0.0116
H1 2.107 -4.125 -4.910  0.0710
H2 0.282 -2.897 -3.897  0.1411
C6 -2.203 -3.887 -3.497  -0.2208
N2 -1.780 -3.298 -2.309  -0.1023
H3 -1.019 -3.847 -1.705  0.2059
C7 -2.726 -2.475 -1.581  -0.2463
C8 -2.465 -1.871 -0.368  -0.1583
C9 -0.930 -1.295 -0.429  0.0493
C10 -0.579 -0.497 0.614  -0.0266
C11 -1.223 -0.552 2.009  -0.1244
C12 -2.614 -1.242 2.003  -0.0105
C13 -2.987 -1.886 0.938  -0.0973
H4 -3.869 -2.372 0.762  0.0775
H5 -2.964 -1.177 2.927  0.0517
C14 -0.743 0.358 3.010  -0.2654
N3 -0.547 1.695 2.907  -0.2024
C15 -1.933 2.191 2.553  -0.1735
C16 -2.001 3.367 1.769  -0.1227
C17 -1.549 3.301 0.000  -0.0965
N4 -0.170 3.016 0.140  -0.1195
H6 -0.066 2.430 1.037  0.1010
C18 0.508 2.585 -1.141  -0.2138
C19 1.918 2.514 -0.825  -0.3031
N5 2.335 1.373 -0.069  -0.0231
H7 1.938 1.544 0.700  -0.0379
C20 3.702 1.589 0.150  -0.2554
C21 4.223 2.520 1.211  -0.1100
H8 5.149 2.553 1.378  0.0252
C22 3.510 2.324 2.657  -0.4432
N6 2.314 2.428 2.501  -0.0957
H9 1.814 3.479 2.105  0.2375
C23 1.602 2.048 4.027  0.0302
H10 1.760 1.198 4.158  -0.0613
H11 2.063 2.914 4.745  0.1607
C24 -0.048 2.282 3.874  -0.3082
H12 -0.014 3.469 3.800  0.1594
H13 -0.457 2.294 4.893  0.1208
H14 3.670 1.287 3.032  0.1418
H15 4.079 3.127 3.341  0.1410
H16 3.805 3.426 0.787  0.0971
H17 3.936 0.395 0.610  0.1767
H18 4.179 1.500 -0.733  0.0691
H19 2.287 3.585 -0.749  0.1373
H20 2.407 2.429 -1.872  0.1400
H21 0.097 3.278 -1.900  0.1268
H22 0.016 1.588 -1.361  0.1169
H23 -1.947 3.844 -0.680  0.0102
H24 -2.129 2.045 -0.074  0.1632
H25 -1.564 4.078 2.057  -0.0198
H26 -3.002 3.601 1.659  0.0901
H27 -2.615 2.512 3.510  0.1847
H28 -2.610 1.440 2.173  0.1055
H29 0.411 -0.064 3.175  0.1788
H30 -1.235 -0.268 4.047  0.1982
H31 0.337 -0.106 0.547  0.0346
H32 -0.438 -1.411 -1.294  0.0455
H33 -3.297 -1.899 -2.296  0.1305
H34 -3.544 -3.308 -1.048  0.1709
H35 -3.019 -4.844 -3.173  0.1705
H36 -2.771 -3.332 -4.087  0.0633
H37 -0.624 -7.344 -5.871  0.0577
H38 1.860 -6.378 -6.215  0.1247